DFT (ωB97M-V/def2-TZVPD) results for 2 unconnected molecules or ions with the total composition C12H10FN3O4.

## Properties
Calculated total energy = -27972.7932 eV
Frontier orbital gap = 0.15076 Ha
Energy relative to the best compared isomer or geometry (same formula, charge and spin) = 0.0 kJ/mol

Each line ends with the Löwdin charge.
Atoms and positions in Å:
O: 0.8773 -3.7868 -0.1262  0.05
N: 1.6258 -3.4717 -1.0765  -0.32
O: 1.9053 -4.2633 -2.0079  0.03
C: 2.1942 -2.1605 -1.1307  -0.16
C: 2.9360 -1.8136 -2.2726  -0.03
C: 3.4472 -0.5174 -2.3723  -0.09
C: 3.2486 0.4211 -1.3543  -0.03
C: 2.4621 0.0910 -0.1977  -0.20
C: 2.1943 1.0526 0.8252  -0.06
N: 1.6810 0.7037 2.0432  -0.45
O: 1.6388 1.5601 2.9805  -0.08
O: 1.3045 -0.4810 2.2698  -0.08
C: 1.9861 -1.2368 -0.0900  0.05
H: 3.0865 -2.5642 -3.0460  0.11
H: 4.0024 -0.2514 -3.2717  0.10
H: 3.6683 1.4267 -1.4145  0.11
H: 2.6222 2.0486 0.7604  0.11
H: 1.4649 -1.5235 0.8202  0.09
F: -0.7100 1.1258 0.6199  0.06
N: -2.2247 1.1679 0.6493  0.05
C: -2.9184 1.4421 -0.4694  0.03
C: -4.3097 1.5042 -0.4039  -0.01
C: -4.9743 1.2869 0.7943  -0.01
C: -4.2023 1.0152 1.9176  0.00
C: -2.8204 0.9588 1.8287  0.03
H: -2.3986 1.6164 -1.4040  0.15
H: -4.8701 1.7268 -1.3058  0.13
H: -6.0484 1.3279 0.8542  0.12
H: -4.6702 0.8437 2.8822  0.13
H: -2.1982 0.7508 2.6980  0.17